# 1
This record from the OMol25 dataset describes C3H7N3 in the gas phase in a non-equilibrium geometry. The level of theory is the ωB97M-V functional and the def2-TZVPD basis.

Properties
SMILES string: N#C[C@H](N)CN
Total charge: 0
Gap between HOMO and LUMO: 10.68 eV
Energy above the lowest of the compared OMol25 structures with the same formula, charge and spin: 29.3 kJ/mol

Each line ends with the Löwdin charge.
CARTESIAN COORDINATES (ANGSTROEM)
N 1.055 -1.190 -0.784  0.00
C 0.069 -0.888 0.252  -0.25
C -0.078 0.639 0.375  -0.42
N -0.477 1.161 -0.924  0.04
C -1.105 0.962 1.385  -0.19
N -1.893 1.218 2.191  0.15
H 1.771 -1.819 -0.442  0.07
H 0.617 -1.636 -1.581  0.07
H 0.372 -1.297 1.222  0.12
H -0.918 -1.299 0.009  0.12
H 0.879 1.039 0.751  0.14
H 0.281 0.940 -1.567  0.07
H -0.571 2.171 -0.886  0.08

=====

# 2
This record from the OMol25 dataset describes C2H4N2OS2 in the gas phase in a non-equilibrium geometry. The level of theory is the ωB97M-V functional and the def2-TZVPD basis.

Properties
SMILES string: ONC1=NSCS1
Total charge: 0
Gap between HOMO and LUMO: 8.39 eV
Energy above the lowest of the compared OMol25 structures with the same formula, charge and spin: 379.6 kJ/mol

Each line ends with the Löwdin charge.
CARTESIAN COORDINATES (ANGSTROEM)
C 0.290 -0.284 -0.696  -0.68
C -0.724 -0.357 1.728  -0.87
H 1.745 1.343 -1.241  0.17
H 1.327 -1.306 -2.101  0.19
H -1.653 -0.383 2.407  0.08
H 0.288 -0.272 2.206  0.04
N 0.913 -0.345 -1.801  -0.05
N 0.326 0.871 -0.136  -0.43
O 1.911 0.671 -2.105  -0.08
S -0.702 1.244 1.041  0.80
S -0.740 -1.530 0.392  0.83

=====

# 3
This record from the OMol25 dataset describes C4H7NOS2 in the gas phase in a non-equilibrium geometry. The level of theory is the ωB97M-V functional and the def2-TZVPD basis.

Properties
Total charge: 0
Gap between HOMO and LUMO: 9.05 eV
Energy above the lowest of the compared OMol25 structures with the same formula, charge and spin: 401.4 kJ/mol

Each line ends with the Löwdin charge.
CARTESIAN COORDINATES (ANGSTROEM)
C 1.375 0.247 0.552  -0.12
C -1.059 -0.138 -0.072  -0.16
C -0.427 -1.444 -0.565  -0.23
C 0.190 2.222 -0.087  -0.04
N 0.215 0.749 0.137  -0.26
O 2.076 -2.346 0.068  -0.43
S 0.344 -2.012 2.442  0.23
S 1.045 -1.535 0.657  0.32
H -1.563 0.212 -0.989  0.11
H -1.748 0.073 0.778  0.13
H -0.981 -2.300 -0.556  0.05
H -0.025 -1.392 -1.608  0.12
H 0.195 2.392 -1.226  0.11
H -0.764 2.564 0.166  0.06
H 1.127 2.709 0.303  0.11

=====

# 4
This record from the OMol25 dataset describes a molecular structure, C6H15AgBrMnNO2 in a non-equilibrium geometry. The level of theory is the ωB97M-V functional and the def2-TZVPD basis.

Properties
Total charge: +3
Gap between HOMO and LUMO (alpha / beta): 6.72 / 4.77 eV
⟨S²⟩: 12.013
2S+1: 7

Each line ends with the Löwdin spin population.
CARTESIAN COORDINATES (ANGSTROEM)
Ag -1.149 -1.638 -0.440  0.17
Mn -0.319 -5.668 -2.558  4.93
Br 0.449 -3.280 -1.904  0.07
C 2.534 -0.712 0.769  0.01
O 1.278 -1.192 1.285  0.14
C 0.735 -0.405 2.355  0.03
C -0.100 0.712 1.746  0.08
N -1.373 0.183 1.111  0.36
C -2.043 1.217 0.234  0.03
C -1.238 1.574 -0.961  0.00
O -0.881 0.300 -1.587  0.08
C 0.037 0.431 -2.694  0.00
H 2.538 0.251 0.259  0.01
H 2.931 -1.378 0.002  0.00
H 3.373 -0.811 1.458  0.00
H 1.557 0.049 2.909  0.00
H 0.222 -1.120 2.998  0.00
H 0.534 1.206 1.009  0.00
H -0.387 1.377 2.560  0.03
H -1.974 0.129 1.921  0.01
H -2.302 2.137 0.758  0.02
H -3.025 0.807 -0.003  0.00
H -0.387 2.204 -0.703  0.00
H -1.695 2.326 -1.604  0.00
H 0.584 1.374 -2.669  0.00
H -0.459 0.443 -3.665  0.00
H 0.560 -0.518 -2.584  0.00

=====

# 5
This record from the OMol25 dataset describes C26H23N3O4S in the gas phase in a non-equilibrium geometry. The level of theory is the ωB97M-V functional and the def2-TZVPD basis.

Properties
SMILES string: CCc1ccc(-c2cc(C(=O)Nc3ccc(S(=O)(=O)NC(C)=O)cc3)c3ccccc3n2)cc1
Total charge: 0
Gap between HOMO and LUMO: 8.09 eV
Energy above the lowest of the compared OMol25 structures with the same formula, charge and spin: 17.2 kJ/mol

Each line ends with the Löwdin charge.
CARTESIAN COORDINATES (ANGSTROEM)
C -0.985 -0.920 -8.171  -0.12
H -1.243 -0.390 -9.085  0.07
H -1.877 -1.427 -7.810  0.08
H -0.229 -1.663 -8.413  0.07
C -0.467 0.069 -7.134  -0.21
C -0.111 -0.520 -5.795  -0.23
C -0.137 -1.883 -5.525  -0.03
C 0.205 -2.362 -4.275  -0.01
C 0.577 -1.495 -3.250  -0.17
C 0.615 -0.128 -3.522  -0.03
C 0.278 0.343 -4.773  -0.04
H 0.318 1.406 -4.969  0.11
H 0.936 0.573 -2.766  0.11
C 0.925 -2.048 -1.937  -0.21
N 1.335 -3.295 -1.908  0.17
C 1.675 -3.860 -0.739  -0.21
C 2.125 -5.198 -0.755  -0.01
C 2.489 -5.816 0.407  -0.07
C 2.418 -5.132 1.631  -0.07
C 1.981 -3.836 1.683  -0.01
C 1.604 -3.167 0.503  -0.09
C 1.122 -1.831 0.460  -0.06
C 0.793 -1.280 -0.754  0.05
H 0.441 -0.261 -0.818  0.11
C 1.010 -1.014 1.708  -0.40
O 1.884 -0.948 2.543  0.10
N -0.187 -0.349 1.783  0.14
C -0.641 0.531 2.761  -0.20
C 0.114 0.856 3.889  0.02
C -0.393 1.747 4.816  -0.04
C -1.639 2.306 4.616  -0.30
C -2.404 1.993 3.510  -0.05
C -1.905 1.101 2.583  0.00
H -2.489 0.848 1.709  0.12
H -3.366 2.464 3.392  0.12
S -2.250 3.481 5.794  0.70
O -3.612 3.820 5.534  -0.26
O -1.880 3.110 7.127  -0.29
N -1.271 4.862 5.498  -0.01
C -1.157 5.414 4.258  -0.56
O -1.607 4.862 3.284  0.08
C -0.414 6.730 4.222  0.01
H -0.313 7.056 3.191  0.09
H -0.970 7.478 4.784  0.09
H 0.571 6.618 4.669  0.08
H -0.898 5.323 6.311  0.13
H 0.164 2.007 5.702  0.12
H 1.086 0.413 4.025  0.10
H -0.839 -0.510 1.026  0.14
H 1.938 -3.310 2.623  0.11
H 2.712 -5.638 2.538  0.10
H 2.836 -6.839 0.393  0.10
H 2.171 -5.701 -1.708  0.11
H 0.186 -3.421 -4.069  0.11
H -0.425 -2.585 -6.291  0.10
H -1.221 0.846 -6.974  0.12
H 0.422 0.569 -7.532  0.12

=====

# 6
This record from the OMol25 dataset describes a molecular structure, C8H16NO3S5Ti. The level of theory is the ωB97M-V functional and the def2-TZVPD basis.

Properties
Total charge: +1
Gap between HOMO and LUMO (alpha / beta): 7.35 / 6.97 eV
⟨S²⟩: 2.017
2S+1: 3
Energy above the lowest of the compared OMol25 structures with the same formula, charge and spin: 146.2 kJ/mol

Each line ends with the Löwdin spin population.
CARTESIAN COORDINATES (ANGSTROEM)
Ti 0.915 -0.294 -0.556  -0.01
C -1.869 -1.152 -2.136  0.01
C -1.890 0.261 -2.666  0.00
S -0.747 1.278 -1.696  0.00
C -1.801 1.918 -0.369  0.00
C -0.908 2.832 0.449  0.00
S 0.555 1.940 1.051  0.02
C -0.177 1.203 2.535  0.00
C 0.785 0.201 3.121  0.00
S 1.274 -1.033 1.876  0.03
C 3.396 -1.793 -0.390  0.00
C 2.462 -2.435 -1.094  0.00
S -0.144 -1.728 -2.127  0.00
H -2.432 -1.817 -2.791  0.00
H -2.311 -1.206 -1.141  0.01
H -2.874 0.732 -2.636  0.00
H -1.507 0.297 -3.685  0.00
H -2.206 1.093 0.216  0.00
H -2.617 2.478 -0.825  0.00
H -1.429 3.240 1.313  0.00
H -0.536 3.659 -0.155  0.00
H -1.115 0.718 2.266  0.00
H -0.374 2.010 3.239  0.00
H 0.330 -0.333 3.952  0.00
H 1.719 0.662 3.448  0.00
H 3.581 -2.030 0.649  0.00
H 4.054 -1.065 -0.845  0.00
H 1.864 -3.225 -0.657  0.00
H 2.384 -2.285 -2.163  0.00
O 2.103 0.494 -2.076  0.56
O 2.502 0.887 -0.902  0.48
O -1.628 -2.055 2.669  0.38
S -1.289 -2.271 1.250  0.46
N -0.066 -1.177 0.878  0.06

=====

> The highest total charge belongs to which entry?

C6H15AgBrMnNO2

=====

> What is the formula in the first record?

C3H7N3

=====

What did the sixth record say?
This record from the OMol25 dataset describes a molecular structure, C8H16NO3S5Ti. The level of theory is the ωB97M-V functional and the def2-TZVPD basis.

Properties
Total charge: +1
Gap between HOMO and LUMO (alpha / beta): 7.35 / 6.97 eV
⟨S²⟩: 2.017
2S+1: 3
Energy above the lowest of the compared OMol25 structures with the same formula, charge and spin: 146.2 kJ/mol

Each line ends with the Löwdin spin population.
CARTESIAN COORDINATES (ANGSTROEM)
Ti 0.915 -0.294 -0.556  -0.01
C -1.869 -1.152 -2.136  0.01
C -1.890 0.261 -2.666  0.00
S -0.747 1.278 -1.696  0.00
C -1.801 1.918 -0.369  0.00
C -0.908 2.832 0.449  0.00
S 0.555 1.940 1.051  0.02
C -0.177 1.203 2.535  0.00
C 0.785 0.201 3.121  0.00
S 1.274 -1.033 1.876  0.03
C 3.396 -1.793 -0.390  0.00
C 2.462 -2.435 -1.094  0.00
S -0.144 -1.728 -2.127  0.00
H -2.432 -1.817 -2.791  0.00
H -2.311 -1.206 -1.141  0.01
H -2.874 0.732 -2.636  0.00
H -1.507 0.297 -3.685  0.00
H -2.206 1.093 0.216  0.00
H -2.617 2.478 -0.825  0.00
H -1.429 3.240 1.313  0.00
H -0.536 3.659 -0.155  0.00
H -1.115 0.718 2.266  0.00
H -0.374 2.010 3.239  0.00
H 0.330 -0.333 3.952  0.00
H 1.719 0.662 3.448  0.00
H 3.581 -2.030 0.649  0.00
H 4.054 -1.065 -0.845  0.00
H 1.864 -3.225 -0.657  0.00
H 2.384 -2.285 -2.163  0.00
O 2.103 0.494 -2.076  0.56
O 2.502 0.887 -0.902  0.48
O -1.628 -2.055 2.669  0.38
S -1.289 -2.271 1.250  0.46
N -0.066 -1.177 0.878  0.06